C18H33Br4CaKNNa2O15PS | the ωB97M-V functional and the def2-TZVPD basis

```
77
Properties=species:S:1:pos:R:3:mulliken_charge:R:1
C -1.617 0.370 5.918 -0.962
C -1.751 -1.133 5.361 -0.116
C -2.731 -1.185 4.132 0.889
C -3.300 0.251 3.675 -1.840
C -2.203 -1.910 2.823 0.756
C -2.909 -3.349 2.934 -0.378
O -4.009 -3.685 2.418 -0.757
O -2.048 -4.170 3.758 -0.390
C -0.709 -3.932 3.224 0.440
C 0.569 -4.515 3.965 0.049
O 1.074 -4.102 5.051 -0.609
O 1.118 -5.533 3.384 -0.680
C -0.715 -2.438 2.673 -0.646
N 0.430 -1.547 2.954 -0.241
H -2.628 0.738 6.270 0.283
H -0.961 0.408 6.852 0.325
H -1.158 1.072 5.170 0.475
H -2.236 -1.702 6.221 0.279
H -0.740 -1.602 5.207 -0.454
H -3.662 -1.750 4.474 -0.291
H -2.491 0.962 3.363 0.216
H -4.007 0.019 2.818 0.565
H -3.950 0.681 4.499 0.406
H -2.394 -1.304 1.898 0.853
H -0.734 -4.539 2.267 0.329
H -0.641 -2.606 1.548 0.078
H 1.240 -1.791 2.381 0.341
H 0.190 -0.557 2.862 0.174
C -3.184 6.125 3.747 -1.545
C -2.734 4.689 3.604 0.612
C -1.257 4.488 3.790 -0.484
O -1.014 3.308 3.027 -0.254
C -1.965 3.275 2.051 0.734
O -1.958 2.524 1.125 -0.513
O -2.928 4.218 2.272 -0.388
H -4.227 6.231 3.438 0.360
H -3.088 6.464 4.781 0.372
H -2.598 6.787 3.106 0.369
H -3.317 4.044 4.275 0.144
H -0.982 4.337 4.835 0.302
H -0.648 5.295 3.373 0.259
C -0.304 -3.311 -2.794 -0.638
O 0.431 -2.110 -3.010 -0.259
P 0.447 -0.986 -1.869 0.366
O -0.077 -1.384 -0.559 0.022
O -0.305 0.241 -2.533 -0.254
C -1.707 0.135 -2.752 -0.646
O 1.958 -0.500 -1.845 -0.443
C 2.556 -0.077 -3.066 -1.768
H -1.294 -3.219 -3.244 0.285
H 0.228 -4.131 -3.276 0.242
H -0.404 -3.546 -1.733 0.220
H -2.180 -0.523 -2.018 0.235
H -1.886 -0.248 -3.758 0.284
H -2.145 1.128 -2.667 0.277
H 1.899 0.589 -3.619 0.569
H 2.805 -0.948 -3.686 0.562
H 3.476 0.466 -2.829 0.553
K 4.516 -1.247 -2.700 1.058
Na -4.606 -3.990 4.143 0.927
Br 7.312 -1.432 -5.622 -0.174
C 7.053 -1.088 -7.525 -0.608
C 6.029 -0.003 -7.753 -0.383
Br 4.238 -0.616 -7.490 0.039
H 6.782 -2.035 -7.985 0.368
H 8.034 -0.779 -7.890 0.373
H 6.061 0.337 -8.793 0.488
H 6.146 0.851 -7.088 -0.204
Br 3.562 1.277 -5.435 -0.569
Na 6.317 2.523 -7.511 0.921
Br 0.879 4.027 1.643 -0.804
Ca 0.824 -1.609 6.422 0.935
O 1.088 0.776 -7.538 -0.495
S 1.245 1.856 -8.534 1.206
O 1.288 1.267 -9.887 -0.596
O 2.502 2.588 -8.274 -0.555
O 0.107 2.786 -8.443 -0.601
```

Output
E_tot in eV: -395284.260
HOMO level in eV: -4.55
Spin multiplicity: 1
Charge: 0
Gap between HOMO and LUMO in eV: 0.9

C2H7N4O | the ωB97M-V functional and the def2-TZVPD basis

```
14
Properties=species:S:1:pos:R:3:mulliken_charge:R:1
C 1.690 -1.329 0.089 0.055
C -0.149 0.181 0.578 -0.163
N 1.804 1.235 0.038 -0.674
N 0.549 0.952 -0.288 0.241
N -1.382 -0.259 0.484 -0.007
N -2.204 0.044 -0.707 -0.614
O 2.554 -0.633 -0.282 -0.184
H 1.823 -2.327 0.374 0.390
H 0.288 0.093 1.525 0.604
H 2.316 1.713 -0.693 0.300
H -1.680 -0.903 1.110 0.204
H -2.871 0.690 -0.335 0.277
H 0.096 1.316 -1.101 0.269
H -2.834 -0.773 -0.793 0.303
```

Output
E_tot in eV: -10183.020
HOMO level (spin up / spin down) in eV: -12.79 / -12.86
Spin multiplicity: 1
Charge: +1
Gap between HOMO and LUMO (spin up / spin down) in eV: 8.2 / 8.2

C6H15NO | the ωB97M-V functional and the def2-TZVPD basis

```
23
Properties=species:S:1:pos:R:3:mulliken_charge:R:1
C -1.083 -0.451 0.122 1.071
C -1.474 -0.498 -1.349 -1.516
C -1.350 0.888 0.790 -1.591
N -1.714 -1.500 0.907 -0.719
H 0.542 0.066 -0.353 -0.024
H -1.484 -2.412 0.519 0.278
H -2.728 -1.411 0.881 0.305
H -2.563 -0.473 -1.461 0.447
H -0.910 1.716 0.229 0.324
H -1.090 -1.415 -1.802 0.322
H -1.072 0.356 -1.904 0.352
H -0.960 0.898 1.810 0.329
H -2.428 1.081 0.851 0.468
C 1.871 0.395 -0.600 -0.568
C 2.357 1.417 0.404 -1.017
C 0.663 -1.116 0.291 0.118
O 0.849 -2.188 -0.274 -0.632
H 0.912 -0.872 1.329 0.417
H 2.618 -0.363 -0.830 0.341
H 1.571 0.838 -1.554 0.344
H 2.676 0.934 1.331 0.311
H 1.578 2.142 0.648 0.279
H 3.218 1.968 0.013 0.362
```

Output
E_tot in eV: -9999.387
HOMO level in eV: -8.24
Spin multiplicity: 1
Charge: 0
Gap between HOMO and LUMO in eV: 9.1

C38H72F3I2N2O7P | the ωB97M-V functional and the def2-TZVPD basis

```
125
Properties=species:S:1:pos:R:3:mulliken_charge:R:1
C 1.663 -6.986 0.669 -0.943
C 0.626 -6.093 1.516 -0.527
C 0.529 -4.628 0.894 0.227
C -0.916 -4.011 1.125 -1.009
C -1.084 -2.492 0.668 0.481
C -0.558 -2.166 -0.790 -0.539
O 0.659 -1.379 -0.862 -0.677
C 1.030 -1.062 -2.252 1.971
C 1.755 0.346 -2.152 -0.114
C 3.072 0.498 -3.028 -0.719
O 2.931 0.108 -4.401 -0.533
C 2.006 -2.300 -2.570 -1.276
C 3.193 -2.433 -1.499 -0.394
C 4.536 -3.013 -2.108 -1.150
I 6.072 -3.125 -0.526 -0.054
C -0.421 -1.122 -2.947 -1.998
P -0.882 0.175 -4.239 0.490
O 0.222 -0.134 -5.530 -0.494
I -3.088 -0.329 -5.253 -0.213
C -1.563 -1.633 -1.906 1.412
C -2.454 -0.403 -1.411 -0.582
C -1.629 0.772 -0.731 0.915
O -1.409 0.595 0.683 -0.342
C -2.563 2.088 -0.841 0.543
F -2.370 2.792 -2.022 -0.179
F -2.277 3.002 0.195 -0.271
F -3.927 1.791 -0.679 -0.290
O -2.279 -2.548 -2.739 -0.302
C -3.043 -3.517 -2.009 -0.092
C -4.469 -3.019 -1.492 0.089
C -5.514 -4.230 -1.542 -1.218
H 1.106 -7.794 0.089 0.229
H 2.284 -6.372 -0.050 0.259
H 2.403 -7.522 1.349 0.299
H 0.892 -6.071 2.625 0.309
H -0.426 -6.541 1.465 0.335
H 0.772 -4.720 -0.212 0.131
H 1.321 -3.963 1.363 0.074
H -1.097 -4.026 2.256 0.223
H -1.711 -4.705 0.694 0.453
H -0.658 -1.767 1.440 -0.439
H -2.209 -2.272 0.664 -0.089
H -0.226 -3.168 -1.239 0.057
H 1.049 1.188 -2.473 -0.344
H 2.030 0.583 -1.073 0.299
H 3.324 1.625 -3.033 0.385
H 3.938 0.001 -2.491 0.220
H 2.662 0.862 -4.951 0.333
H 2.483 -2.237 -3.594 0.521
H 1.450 -3.296 -2.542 0.642
H 2.792 -3.110 -0.669 0.091
H 3.416 -1.436 -1.000 0.434
H 4.409 -4.020 -2.610 0.477
H 4.995 -2.326 -2.896 0.429
H -0.312 -2.071 -3.589 0.734
H 0.239 -1.089 -5.738 0.356
H -3.062 0.071 -2.256 0.236
H -3.240 -0.737 -0.649 0.161
H -0.670 1.045 -1.257 -1.131
H -2.295 0.515 1.099 0.526
H -2.516 -4.000 -1.134 -0.215
H -3.260 -4.367 -2.744 0.532
H -4.872 -2.148 -2.091 0.177
H -4.358 -2.748 -0.385 0.099
H -6.321 -4.157 -0.754 0.359
H -6.016 -4.268 -2.561 0.301
H -4.992 -5.237 -1.386 0.298
C 0.932 7.101 -4.378 -1.859
C 1.008 5.579 -4.115 1.976
C -0.293 5.122 -3.426 -1.079
C -0.378 5.570 -1.970 -0.438
C 0.856 5.118 -1.196 -1.046
C 2.190 5.522 -1.857 1.967
N 2.227 5.241 -3.323 0.207
O 2.452 3.924 -3.474 -0.419
C 2.470 7.022 -1.611 -1.869
C 3.333 4.814 -1.086 -1.604
C 1.055 4.975 -5.539 -1.731
H 0.181 7.324 -5.142 0.455
H 0.631 7.685 -3.511 0.289
H 1.888 7.488 -4.742 0.372
H -0.369 4.028 -3.459 -0.039
H -1.163 5.503 -3.969 0.435
H -0.490 6.657 -1.906 0.415
H -1.272 5.143 -1.509 0.397
H 0.807 5.520 -0.179 0.407
H 0.812 4.027 -1.093 -0.067
H 3.339 7.356 -2.186 0.384
H 2.693 7.208 -0.557 0.464
H 1.630 7.672 -1.846 0.288
H 3.214 3.728 -1.064 0.097
H 3.355 5.142 -0.044 0.432
H 4.307 5.045 -1.526 0.474
H 1.974 5.268 -6.057 0.472
H 0.213 5.328 -6.140 0.429
H 0.995 3.885 -5.538 0.192
C 1.341 -0.927 6.548 -1.967
C 0.413 -1.135 5.328 1.896
C 0.237 0.210 4.596 -0.629
C -0.655 1.184 5.359 -0.646
C -1.999 0.540 5.683 -1.236
C -1.883 -0.826 6.389 1.756
N -0.887 -1.735 5.749 0.343
O -1.462 -2.256 4.651 -0.496
C -1.516 -0.622 7.878 -1.708
C -3.301 -1.448 6.453 -1.832
C 1.227 -2.091 4.422 -1.483
H 2.363 -0.710 6.223 0.462
H 1.063 -0.085 7.177 0.333
H 1.384 -1.825 7.170 0.376
H -0.200 0.040 3.604 -0.298
H 1.211 0.677 4.422 0.470
H -0.164 1.519 6.277 0.317
H -0.819 2.079 4.754 0.449
H -2.586 1.229 6.298 0.370
H -2.555 0.422 4.745 0.334
H -1.296 -1.580 8.359 0.378
H -2.348 -0.173 8.426 0.456
H -0.673 0.045 8.037 0.297
H -3.758 -1.549 5.466 0.333
H -3.973 -0.816 7.039 0.433
H -3.278 -2.434 6.926 0.454
H 1.363 -3.064 4.905 0.491
H 2.221 -1.684 4.219 0.420
H 0.758 -2.254 3.449 -0.049
```

Output
E_tot in eV: -91523.087
HOMO level (spin up / spin down) in eV: -8.66 / -8.66
Spin multiplicity: 3
Charge: 0
Expectation value of S²: 2.009
Gap between HOMO and LUMO (spin up / spin down) in eV: 8.8 / 8.5